# 1
Formula: C40H56Cl24O24
Source: the OMol25 dataset
Level of theory: the ωB97M-V functional and the def2-TZVPD basis

Results
- net charge = 0
- calculated total energy (eV) = -392067.163
- Kohn-Sham gap (eV) = 10.34
- lowest unoccupied orbital energy (eV) = -0.35

Structure (XYZ):
```
144
C40H56Cl24O24, DFT the ωB97M-V functional and the def2-TZVPD basis
C 8.20394 5.22400 21.35697
C 8.42804 5.85998 19.96710
C 8.82958 7.37248 20.12283
O 9.78969 7.55491 19.11312
C 10.28963 6.33454 18.77916
O 11.23178 6.21953 18.00992
O 9.58550 5.33829 19.33871
H 7.22397 5.49387 21.75060
H 8.98380 5.48275 22.07318
H 8.28296 4.14360 21.23618
H 7.60323 5.65906 19.28343
H 9.15396 7.69190 21.11321
H 7.97864 8.01452 19.89527
C 2.30849 4.61012 21.63796
C 3.24546 4.98154 20.49984
C 4.73656 5.19304 20.82950
O 5.36434 4.40563 19.80016
C 4.40637 3.64879 19.13453
O 4.66383 2.84126 18.30693
O 3.23991 3.96250 19.55447
H 2.64105 3.72137 22.17428
H 1.28007 4.41579 21.33353
H 2.39059 5.40878 22.37519
H 2.84554 5.83699 19.95545
H 5.03839 4.65428 21.72769
H 5.05294 6.23323 20.90706
C 12.66480 2.95341 27.31683
C 13.70062 3.21179 26.20531
C 14.88189 2.21721 26.32099
O 14.85221 1.52033 25.08984
C 13.89968 1.97813 24.27054
O 13.64949 1.46966 23.17812
O 13.18408 2.92798 24.90301
H 12.97356 3.33911 28.28843
H 12.27678 1.93577 27.36087
H 11.75725 3.51360 27.09182
H 14.00702 4.24202 26.38656
H 14.72512 1.48117 27.10950
H 15.77273 2.81437 26.51574
C 3.56670 0.91439 24.42151
C 4.16423 0.42317 25.78865
C 3.61613 1.08063 27.02849
O 3.42489 -0.04251 27.92624
C 3.39137 -1.19303 27.18821
O 3.16135 -2.25953 27.77549
O 3.63397 -0.93119 25.90255
H 3.67107 1.99929 24.40714
H 2.52412 0.66528 24.22384
H 4.12546 0.46769 23.59911
H 5.24879 0.53145 25.77792
H 2.70375 1.66067 26.88979
H 4.34769 1.79098 27.41361
C 12.68220 4.88921 22.09240
C 13.07788 6.32409 22.07286
C 13.77943 6.80265 20.79103
O 13.21738 8.04258 20.50083
C 12.10501 8.17234 21.37379
O 11.35910 9.15717 21.38719
O 11.90725 7.06664 22.07709
H 12.07956 4.58222 22.94721
H 13.54717 4.22948 22.16078
H 12.08030 4.68960 21.20585
H 13.55932 6.65078 22.99459
H 13.63125 6.06857 19.99903
H 14.83533 6.92795 21.03076
C 7.36025 6.10475 27.03574
C 6.28174 5.42357 26.17767
C 6.40270 5.89067 24.75250
O 6.39161 4.66159 24.08842
C 6.50780 3.56574 24.98145
O 6.72531 2.38917 24.63593
O 6.49434 3.98694 26.18931
H 7.28358 5.77444 28.07165
H 7.14825 7.16546 27.17009
H 8.38343 5.94618 26.69506
H 5.30659 5.73604 26.55122
H 7.34506 6.40667 24.56862
H 5.58302 6.51683 24.40017
C 10.85884 -0.31295 30.69526
C 10.05071 0.71005 31.50001
C 9.10368 0.03687 32.44918
O 9.59153 0.39147 33.74331
C 10.63437 1.26510 33.65167
O 11.13748 1.87074 34.57517
O 10.93346 1.46120 32.37239
H 11.67871 0.09555 30.10445
H 10.18719 -0.97480 30.14852
H 11.30496 -1.01654 31.39815
H 9.48743 1.35703 30.82752
H 9.03518 -1.05079 32.42916
H 8.07245 0.37421 32.34486
C 9.42648 -0.05661 24.27089
C 10.29112 1.19438 23.98746
C 9.63317 2.00110 22.86485
O 9.55280 3.28155 23.27751
C 9.98951 3.38695 24.55921
O 10.06124 4.38077 25.23074
O 10.14240 2.11158 25.07219
H 9.77204 -0.40511 25.24415
H 9.66274 -0.85148 23.56346
H 8.35613 0.13047 24.18445
H 11.35625 0.99568 23.86867
H 8.64168 1.57682 22.70659
H 10.20374 1.82590 21.95279
C 5.83637 -3.36247 23.04939
Cl 6.42940 -4.70949 24.15780
Cl 5.40920 -4.06194 21.44943
Cl 7.17064 -2.24423 22.88748
H 5.01366 -2.78301 23.46825
C 7.10541 -2.57908 27.70913
Cl 8.00170 -4.04990 27.26756
Cl 7.04161 -1.35555 26.46082
Cl 7.82229 -1.90653 29.20763
H 6.10548 -2.87428 28.02710
C 13.93235 2.08470 19.59139
Cl 14.92816 3.49990 19.69318
Cl 14.38883 1.21846 18.15980
Cl 12.22878 2.58796 19.35670
H 14.09589 1.54227 20.52260
C 12.69359 -2.54107 26.16324
Cl 11.07390 -3.18451 25.80613
Cl 12.91061 -0.80105 25.75879
Cl 13.90565 -3.42935 25.29999
H 12.84316 -2.63579 27.23877
C 11.86320 7.19376 25.68712
Cl 10.56536 8.31996 25.23558
Cl 11.44168 6.42815 27.24683
Cl 13.42827 7.99034 25.71674
H 11.84375 6.34174 25.00756
C 8.58849 1.99761 28.00052
Cl 9.68106 0.59374 27.91547
Cl 9.41236 3.46252 28.56862
Cl 7.31277 1.71528 29.16338
H 8.17892 2.20827 27.01260
C 7.41619 0.70703 20.26727
Cl 6.36932 1.58168 21.36442
Cl 8.77773 1.63923 19.74101
Cl 6.55640 -0.01175 18.94980
H 7.79129 -0.16205 20.80775
C 12.37247 -2.11909 22.10570
Cl 10.94163 -3.19811 22.35263
Cl 11.87493 -0.74731 21.19970
Cl 13.60598 -2.98681 21.20214
H 12.73198 -1.74430 23.06402
```

***

# 2
Formula: C20H36N6OSSiSn
Source: the OMol25 dataset
Level of theory: the ωB97M-V functional and the def2-TZVPD basis

Results
- net charge = -1
- 2S+1 = 2
- ⟨S²⟩ = 0.773
- calculated total energy (eV) = -56857.914
- Kohn-Sham gap (spin up / spin down) (eV) = 4.86 / 6.71
- lowest unoccupied orbital energy (spin up / spin down) (eV) = 2.79 / 2.78

Structure (XYZ):
```
66
C20H36N6OSSiSn, DFT the ωB97M-V functional and the def2-TZVPD basis
Sn -0.14028 -0.24305 -1.29548
N -2.98923 -0.67382 -2.41157
C -4.07384 -1.13594 -1.54458
C -3.80669 -0.76544 -0.09272
N -2.56490 -1.26932 0.52006
C -2.64037 -2.68258 0.90337
C -2.36276 -3.71988 -0.18245
N -1.01569 -3.75200 -0.73946
C -2.28945 -0.45221 1.70759
C -1.80664 0.94226 1.36371
N -0.45992 0.93680 0.73361
H -2.91596 0.34355 -2.37334
H -3.16390 -0.91819 -3.37797
H -4.18602 -2.21066 -1.66452
H -5.04839 -0.69550 -1.79208
H -4.66839 -1.07956 0.51974
H -3.76343 0.32360 -0.06146
H -3.63055 -2.90279 1.34256
H -1.90449 -2.84952 1.69411
H -3.06157 -3.62097 -1.00763
H -2.57425 -4.68964 0.27692
H -0.81748 -2.89886 -1.24925
H -0.31470 -3.81836 -0.00980
H -1.53767 -0.95679 2.31424
H -3.19019 -0.35910 2.33653
H -1.80030 1.52627 2.28586
H -2.48197 1.43920 0.66892
H 0.25397 0.62070 1.38310
H -0.22173 1.88700 0.44990
O -0.25269 1.60992 -2.16568
N -0.52982 2.91338 -1.74766
C 0.61844 3.51256 -1.22022
C 0.56298 4.37708 -0.16802
C -0.67391 4.67562 0.42999
C -1.82620 4.06846 -0.11830
C -1.79535 3.18492 -1.18405
S -3.22829 2.50819 -1.91195
H 1.53345 3.24401 -1.72562
H 1.48458 4.82812 0.18143
H -0.74629 5.36561 1.26001
H -2.80855 4.30941 0.26611
C 2.69941 0.68218 -2.83735
Si 3.30505 0.32440 -1.10313
C 3.84964 1.94357 -0.32756
C 4.85938 -0.70624 -1.35693
N 2.03801 -0.44020 -0.23790
C 2.16563 -1.00381 0.99985
C 1.07813 -1.70078 1.59356
C 1.15622 -2.29838 2.84115
C 2.32727 -2.24402 3.58888
C 3.41523 -1.57103 3.03819
C 3.34762 -0.97252 1.78998
H 3.51702 1.10420 -3.43576
H 1.86877 1.39234 -2.85416
H 2.36191 -0.23305 -3.33939
H 4.62074 2.43544 -0.93313
H 4.25743 1.78465 0.67719
H 2.99702 2.62458 -0.23956
H 5.52921 -0.18079 -2.04650
H 4.61253 -1.67860 -1.79778
H 5.41353 -0.89476 -0.43235
H 0.17290 -1.79855 1.00813
H 0.29210 -2.82459 3.23606
H 2.39133 -2.71001 4.56338
H 4.34312 -1.51081 3.59587
H 4.21925 -0.44574 1.41531
```

***

# 3
Formula: C34H38N3NaO3PSbTe2
Source: the OMol25 dataset
Level of theory: the ωB97M-V functional and the def2-TZVPD basis

Results
- net charge = 0
- calculated total energy (eV) = -81313.966
- Kohn-Sham gap (eV) = 4.07
- lowest unoccupied orbital energy (eV) = -0.26

Structure (XYZ):
```
83
C34H38N3NaO3PSbTe2, DFT the ωB97M-V functional and the def2-TZVPD basis
Na 0.57893 1.65794 1.66918
C 1.89012 2.17810 -4.02043
C 2.20478 3.55298 -3.53234
C 2.54843 4.59180 -4.46145
C 2.81880 5.85222 -3.95776
C 2.76086 6.09161 -2.61667
C 2.43961 4.99787 -1.76310
N 2.20589 3.80241 -2.18509
Sb 2.94724 4.63677 0.34430
C 0.84724 4.69452 0.69407
C 0.30954 6.02298 0.77004
C -1.06164 6.27215 0.75636
C -1.88706 5.15479 0.70668
C -1.30083 3.83286 0.59165
C -2.20587 2.71183 0.36149
N 0.02208 3.64437 0.66197
C 3.80863 2.63296 0.56221
C 5.16177 2.41832 0.27752
C 5.64309 1.11502 0.38363
C 4.70680 0.04813 0.57566
C 3.31478 0.34886 0.61254
C 2.19953 -0.67386 0.36434
N 2.92805 1.65705 0.76185
H 2.82941 1.70564 -4.31698
H 1.16911 2.07211 -4.83688
H 1.53349 1.49392 -3.18589
H 2.53358 4.43486 -5.54122
H 2.89739 6.71342 -4.65431
H 2.86742 7.10391 -2.17387
H 1.02625 6.83403 0.91496
H -1.48972 7.29732 0.85962
H -2.96121 5.28891 0.63231
H -2.91889 2.53363 1.19715
H -1.66629 1.76434 0.21345
H -2.80806 2.94115 -0.53651
H 5.77968 3.24314 -0.17150
H 6.69087 0.89789 0.30783
H 5.02390 -0.94446 0.52989
H 1.71989 -0.93575 1.33006
H 2.57626 -1.65971 -0.08215
H 1.43278 -0.25355 -0.34398
C -3.35829 -0.86364 5.59558
C -2.57511 0.16167 4.78270
O -1.43382 -0.53921 4.22780
P -1.27722 -0.88470 2.68161
O -1.03693 0.24962 1.79526
Te -2.81168 -2.62708 1.98564
O 0.19588 -1.60858 2.65773
C 0.71328 -2.43110 3.77320
C 1.35865 -3.73961 3.31134
H -4.16913 -0.34987 6.22953
H -2.71414 -1.49137 6.17884
H -3.88915 -1.40134 4.81306
H -2.12537 0.96062 5.34928
H -3.14532 0.73238 3.96956
H -0.16159 -2.63080 4.43407
H 1.39831 -1.89153 4.40301
H 0.65338 -4.51640 2.95753
H 1.80591 -4.19584 4.16231
H 2.09763 -3.47207 2.60381
Te -1.68506 -2.44433 -0.79370
C -3.46052 -2.94213 -1.90516
C -3.57347 -4.13350 -2.59123
C -4.72660 -4.42971 -3.32662
C -5.87336 -3.69732 -3.24803
C -5.80982 -2.50131 -2.45569
C -4.61968 -2.08032 -1.86825
C -0.43068 -4.08938 -1.00060
C -0.04043 -4.92562 0.06692
C 0.93284 -5.86476 -0.07017
C 1.44641 -6.03628 -1.42783
C 0.93165 -5.29753 -2.50534
C -0.15833 -4.44491 -2.30265
H -2.83116 -4.91893 -2.60383
H -4.63104 -5.24185 -3.98839
H -6.82081 -3.94390 -3.69484
H -6.78085 -1.98407 -2.17145
H -4.54473 -1.10747 -1.36883
H -0.36536 -4.69629 1.08675
H 1.27346 -6.50700 0.73104
H 2.28059 -6.67812 -1.58676
H 1.40709 -5.42297 -3.43438
H -0.56205 -3.84594 -3.15148
```

***

# 4
Formula: C34H45F11O2PPtS2Sb
Source: the OMol25 dataset
Level of theory: the ωB97M-V functional and the def2-TZVPD basis

Results
- net charge = +1
- 2S+1 = 4
- ⟨S²⟩ = 3.792
- calculated total energy (eV) = -110713.949
- Kohn-Sham gap (spin up / spin down) (eV) = 6.48 / 6.32
- lowest unoccupied orbital energy (spin up / spin down) (eV) = -2.77 / -5.53

Structure (XYZ):
```
97
C34H45F11O2PPtS2Sb, DFT the ωB97M-V functional and the def2-TZVPD basis
Pt -0.85697 -0.62240 -0.10267
O 0.17354 1.23266 0.56421
S -0.19556 2.56447 -0.11296
C -1.29834 3.45929 1.02245
C -1.22701 3.02523 2.48085
C -2.00752 1.75496 2.84067
C -3.47600 1.77427 2.40214
S -3.71815 0.65818 0.98712
O -2.61009 1.00581 0.00154
C -5.19505 1.37999 0.31051
C -6.39900 1.14739 0.96329
C -7.55702 1.70470 0.44572
C -7.50286 2.46503 -0.71616
C -6.29470 2.66929 -1.36643
C -5.12475 2.12395 -0.85505
C 1.28331 3.53536 0.08762
C 1.32900 4.77848 -0.53262
C 2.48292 5.53724 -0.43032
C 3.57844 5.04662 0.27081
C 3.52355 3.79766 0.86992
C 2.36968 3.03056 0.77748
H -2.29205 3.32652 0.60001
H -1.01199 4.50474 0.90230
H -1.62175 3.85473 3.07317
H -0.18400 2.90554 2.78514
H -1.96801 1.63747 3.92412
H -1.51173 0.87995 2.42036
H -3.83424 2.76636 2.12483
H -4.13796 1.38288 3.17577
H -6.43750 0.53255 1.85507
H -8.50302 1.53555 0.94163
H -8.41095 2.88992 -1.12202
H -6.26160 3.24832 -2.27946
H -4.17390 2.25307 -1.35482
H 0.48122 5.14546 -1.10015
H 2.53280 6.50642 -0.90742
H 4.47999 5.63985 0.34178
H 4.38004 3.41661 1.41045
H 2.30482 2.05369 1.23419
F -0.36645 -4.33838 1.17255
P 0.60300 -5.06445 0.12952
F 1.44487 -5.62698 1.33858
F 1.70170 -3.45711 0.39794
F 1.75729 -5.47853 -0.86433
F -0.05168 -4.19396 -1.03678
F -0.30546 -6.31049 -0.08389
F -1.80750 -1.72815 -2.88655
C -2.32402 -2.44243 -1.89179
C -2.03285 -2.07713 -0.55647
C -2.67868 -2.84257 0.44330
F -2.50417 -2.52096 1.72353
C -3.46664 -3.92534 0.15734
F -4.03305 -4.65121 1.11068
C -3.66974 -4.27304 -1.18084
F -4.41565 -5.31295 -1.47180
C -3.10267 -3.52291 -2.21275
F -3.32955 -3.87370 -3.47130
C 3.43954 -2.13817 -1.87644
C 3.67934 -1.60099 -0.47049
C 4.26322 -0.18996 -0.53209
C 4.56965 -2.55113 0.31633
Sb 1.68749 -1.42031 0.43956
C 1.93940 -1.38642 2.60607
C 0.62970 -0.87388 3.20013
C 2.24164 -2.78975 3.12567
C 3.06799 -0.41973 2.96813
C 1.80264 0.31897 -3.71570
C 1.13427 -0.93019 -4.18367
C 3.07092 0.75509 -4.36227
C 0.93794 1.36118 -3.10256
H 4.41059 -2.28726 -2.35911
H 2.86903 -1.42921 -2.47575
H 2.92473 -3.10035 -1.87059
H 5.20355 -0.21742 -1.09104
H 4.48376 0.21260 0.45945
H 3.59706 0.50295 -1.05558
H 5.53142 -2.60984 -0.20369
H 4.15731 -3.55797 0.35884
H 4.77217 -2.20850 1.33062
H -0.22411 -1.49467 2.91815
H 0.43498 0.15169 2.88347
H 0.70681 -0.88432 4.29208
H 1.40265 -3.46805 2.97899
H 2.43151 -2.71726 4.20136
H 3.11978 -3.23533 2.66113
H 2.91796 0.57825 2.55029
H 4.04698 -0.77968 2.65318
H 3.09532 -0.30753 4.05616
H 1.84847 -1.64626 -4.59289
H 0.39859 -0.71457 -4.97259
H 0.57762 -1.41955 -3.37783
H 3.69050 -0.09405 -4.65581
H 3.65939 1.40431 -3.70756
H 2.87114 1.33689 -5.27515
H 0.21165 0.92817 -2.40977
H 0.35364 1.88437 -3.87757
H 1.51739 2.12975 -2.58151
```